(1)
Molecular formula: C12H16BrN5O4
Method: DFT, ωB97M-V/def2-TZVPD

Its structure (SMILES) is C[C@@H](O)Cc1c(N)c(Br)cc2c1C(=O)N(N)C2=O.NC(N)=O. As for the HOMO energy: -9.35 eV. The value obtained for the LUMO energy is -0.8 eV.

```
! wB97M-V def2-TZVPD RIJCOSX def2/J DEFGRID3
* xyz 0 1
C 3.51 2.52 0.15
C 3.17 2.01 -1.29
O 3.88 0.77 -1.51
C 1.62 1.89 -1.57
C 0.81 1.17 -0.45
C 0.95 -0.27 -0.11
N 1.84 -1.13 -0.81
C 0.14 -0.87 0.98
Br 0.25 -2.77 1.44
C -0.79 -0.08 1.79
C -0.92 1.31 1.45
C -0.14 1.92 0.34
C -0.60 3.40 0.28
O -0.08 4.38 -0.16
N -1.87 3.40 0.97
N -3.01 3.05 0.23
C -1.79 2.45 2.06
O -2.24 2.58 3.15
H 4.62 2.48 0.31
H 3.07 1.80 0.89
H 3.15 3.57 0.28
H 3.62 2.73 -2.03
H 3.98 0.39 -0.62
H 1.24 2.95 -1.59
H 1.46 1.44 -2.59
H 1.45 -1.43 -1.70
H 2.14 -1.91 -0.24
H -1.40 -0.50 2.61
H -3.34 3.80 -0.36
H -2.90 2.16 -0.27
N -1.65 -5.24 -0.62
C -2.87 -5.83 -0.47
N -3.70 -5.22 0.42
O -3.19 -6.83 -1.09
H -1.37 -4.41 -0.12
H -1.01 -5.66 -1.27
H -4.60 -5.63 0.56
H -3.45 -4.40 0.94
*
```

Atom charges from the Mulliken analysis, given in e for atoms 1 to 5: atom 1 (C): -1.24, atom 2 (C): 0.01, atom 3 (O): -0.54, atom 4 (C): -0.80, atom 5 (C): 0.28

---

(2)
Molecular formula: C12H16Cl3N3OTi
Method: DFT, ωB97M-V/def2-TZVPD

As for the HOMO energy: 0.42 eV. The value obtained for the LUMO energy is 4.6 eV. The calculation puts the energy above the lowest of the compared OMol25 structures with the same formula, charge and spin at 78.86 kJ/mol.

```
! wB97M-V def2-TZVPD RIJCOSX def2/J DEFGRID3
* xyz -2 1
C -0.66 0.91 -1.67
C -0.83 -0.47 -1.94
C 0.45 -1.10 -1.88
C -2.11 -1.16 -2.21
C 1.42 -0.08 -1.64
C 0.74 1.16 -1.52
C 1.37 2.47 -1.30
C -1.75 1.90 -1.56
C 0.70 -2.54 -2.05
C 2.87 -0.30 -1.55
Ti -0.96 -0.39 2.26
Cl -1.48 -2.05 1.20
Cl -3.04 0.37 2.70
Cl 1.34 -0.70 1.94
H -2.89 -0.43 -2.45
H -2.44 -1.74 -1.34
H -2.00 -1.85 -3.05
H 0.00 -3.13 -1.44
H 1.72 -2.79 -1.74
H 0.58 -2.84 -3.10
H 3.10 -1.22 -0.99
H 3.35 0.54 -1.04
H 3.33 -0.39 -2.54
H 2.30 2.36 -0.73
H 0.69 3.12 -0.73
H 1.61 2.96 -2.25
H -2.64 1.43 -1.12
H -2.02 2.31 -2.54
H -1.45 2.71 -0.89
O -0.58 1.61 1.25
H 0.37 1.65 1.44
N -0.59 -0.45 4.22
C -0.37 -0.26 5.37
N -0.12 0.11 6.54
C -0.04 -0.59 7.64
N 0.05 -1.12 8.68
*
```

Atom charges from the Mulliken analysis, given in e for atoms 1 to 5: atom 1 (C): 0.62, atom 2 (C): 0.25, atom 3 (C): 0.86, atom 4 (C): -1.32, atom 5 (C): 0.25

---

(3)
Molecular formula: C12H16Cl5N2O3PbS
Method: DFT, ωB97M-V/def2-TZVPD

As for the HOMO energy (spin up / spin down): -18.31 / -18.30 eV. The value obtained for the LUMO energy (spin up / spin down) is -13.3 / -13.3 eV. The calculation puts the energy above the lowest of the compared OMol25 structures with the same formula, charge and spin at 54.61 kJ/mol.

```
! wB97M-V def2-TZVPD RIJCOSX def2/J DEFGRID3
* xyz 3 1
Pb -0.61 0.10 1.55
Cl -0.01 3.53 0.09
C -1.67 3.28 -0.09
C -2.20 2.02 0.19
C -3.58 1.93 -0.03
Cl -4.42 0.57 0.45
C -4.40 3.01 -0.62
Cl -6.01 2.78 -0.93
C -3.81 4.27 -0.86
Cl -4.72 5.55 -1.45
C -2.44 4.43 -0.57
Cl -1.71 5.89 -0.85
C -2.91 -4.68 -0.44
O -2.96 -3.25 -0.17
C -1.95 -2.61 0.32
O -2.09 -1.40 0.59
N -0.79 -3.26 0.54
N 0.28 -2.57 1.15
H -3.91 -4.93 -0.77
H -2.68 -5.22 0.47
H -2.20 -4.88 -1.24
H -0.67 -4.23 0.30
H 1.06 -2.54 0.50
H 0.57 -3.08 1.98
C 2.54 -0.40 -2.44
C 3.28 0.39 -1.38
S 2.72 -0.06 0.27
O 1.26 0.49 0.33
C 3.70 1.06 1.32
C 4.46 0.29 2.39
H 2.91 -0.10 -3.42
H 1.47 -0.20 -2.41
H 2.72 -1.47 -2.33
H 3.15 1.47 -1.48
H 4.35 0.16 -1.37
H 2.96 1.75 1.74
H 4.36 1.63 0.67
H 3.78 -0.24 3.06
H 5.04 0.99 2.99
H 5.15 -0.43 1.95
*
```

Atom charges from the Mulliken analysis, given in e for atoms 1 to 5: atom 1 (Pb): 1.27, atom 2 (Cl): -0.07, atom 3 (C): 1.19, atom 4 (C): -1.33, atom 5 (C): 1.05

---

(4)
Molecular formula: C12H16ClN2P
Method: DFT, ωB97M-V/def2-TZVPD

Its structure (SMILES) is c1ccncc1.c1ccncc1.CCPCl. As for the HOMO energy: -9.38 eV. The value obtained for the LUMO energy is 0.7 eV.

```
! wB97M-V def2-TZVPD RIJCOSX def2/J DEFGRID3
* xyz 0 1
C 2.21 -4.34 2.85
C 1.46 -5.48 2.55
C 0.48 -5.39 1.58
N 0.20 -4.27 0.92
C 0.92 -3.19 1.21
C 1.93 -3.17 2.16
H 2.99 -4.37 3.60
H 1.65 -6.41 3.06
H -0.12 -6.25 1.32
H 0.67 -2.29 0.66
H 2.48 -2.26 2.36
C 0.77 3.92 -2.50
C 0.15 2.74 -2.87
C -0.83 2.80 -3.85
N -1.22 3.92 -4.45
C -0.61 5.05 -4.08
C 0.39 5.10 -3.11
H 1.55 3.92 -1.74
H 0.42 1.80 -2.41
H -1.34 1.89 -4.17
H -0.94 5.95 -4.58
H 0.84 6.05 -2.85
C -1.82 1.11 2.37
C -1.30 -0.17 1.66
P -1.59 -0.21 -0.16
Cl 0.36 -0.24 -0.88
H -2.50 0.84 3.18
H -1.00 1.69 2.78
H -2.37 1.76 1.69
H -1.84 -1.04 2.04
H -0.24 -0.30 1.86
H -1.78 1.17 -0.36
*
```

Atom charges from the Mulliken analysis, given in e for atoms 1 to 5: atom 1 (C): -0.31, atom 2 (C): -0.34, atom 3 (C): -0.23, atom 4 (N): -0.53, atom 5 (C): 0.29

---

(5)
Molecular formula: C12H16F12O15S4V
Method: DFT, ωB97M-V/def2-TZVPD

As for the HOMO energy (spin up / spin down): -4.05 / -4.05 eV. The value obtained for the LUMO energy (spin up / spin down) is 4.4 / 4.4 eV. The calculation puts the energy above the lowest of the compared OMol25 structures with the same formula, charge and spin at 224.62 kJ/mol.

```
! wB97M-V def2-TZVPD RIJCOSX def2/J DEFGRID3
* xyz -2 2
O -0.57 -1.85 1.05
V -0.20 -0.63 0.11
C 3.00 -3.08 -2.46
F 4.16 -2.82 -2.98
F 2.42 -4.08 -3.12
F 3.14 -3.40 -1.17
S 1.88 -1.50 -2.55
O 1.23 -1.52 -3.90
O 0.93 -1.52 -1.42
O 2.73 -0.36 -2.38
C 1.25 3.23 -1.96
F 1.40 4.13 -2.97
F 2.37 2.57 -1.76
F 0.90 3.78 -0.84
S -0.23 1.92 -2.42
O -0.20 1.00 -1.29
O -1.46 2.71 -2.52
O 0.07 1.25 -3.71
C -4.31 -1.18 -2.39
F -5.01 -1.55 -3.48
F -4.38 0.14 -2.32
F -4.89 -1.72 -1.35
S -2.49 -1.77 -2.52
O -2.00 -1.17 -3.76
O -1.73 -1.23 -1.35
O -2.56 -3.24 -2.52
C 0.89 3.00 3.06
F 2.09 2.94 2.47
F 1.03 3.39 4.37
F 0.14 3.81 2.35
S 0.25 1.21 3.05
O 1.26 0.41 3.73
O -1.03 1.19 3.78
O 0.06 0.76 1.66
C 4.36 -0.98 0.63
C 3.99 -2.07 1.70
C 2.48 -2.13 1.60
O 2.06 -0.95 0.96
C 3.17 -0.04 0.76
H 4.45 -1.50 -0.32
H 5.34 -0.53 0.80
H 4.33 -1.74 2.68
H 4.50 -3.02 1.58
H 2.01 -2.34 2.56
H 2.14 -3.01 1.05
H 3.29 0.52 1.68
H 3.06 0.67 -0.07
C -4.44 0.61 1.50
C -3.74 1.93 1.41
C -2.60 1.64 0.40
O -2.33 0.26 0.68
C -3.25 -0.37 1.64
H -4.98 0.25 0.62
H -5.16 0.66 2.32
H -3.34 2.25 2.37
H -4.37 2.75 1.07
H -1.76 2.33 0.49
H -3.06 1.80 -0.58
H -2.82 -0.42 2.63
H -3.45 -1.39 1.32
*
```

Atom charges from the Mulliken analysis, given in e for atoms 1 to 5: atom 1 (O): -0.30, atom 2 (V): 1.08, atom 3 (C): 0.46, atom 4 (F): -0.23, atom 5 (F): -0.25

---

(6)
Molecular formula: C12H16GdN4O4
Method: DFT, ωB97M-V/def2-TZVPD

As for the HOMO energy (spin up / spin down): -17.85 / -17.65 eV. The value obtained for the LUMO energy (spin up / spin down) is -12.4 / -14.6 eV.

```
! wB97M-V def2-TZVPD RIJCOSX def2/J DEFGRID3
* xyz 3 8
Gd -0.01 1.68 -0.93
C 0.01 2.66 1.53
O 0.03 2.92 2.66
C -0.01 4.10 -0.83
O -0.01 5.26 -0.82
C -2.31 2.11 -0.40
O -3.44 2.21 -0.22
C 2.29 2.11 -0.46
O 3.42 2.20 -0.30
C -0.02 0.45 -5.31
H 0.92 -0.12 -5.18
H -0.95 -0.11 -5.16
C -0.02 1.74 -5.62
H -0.95 2.31 -5.74
H 0.91 2.31 -5.76
C -1.22 -0.25 1.61
N 0.00 -0.08 0.72
C 0.00 -1.28 -0.23
N 0.00 -2.57 0.49
C -1.19 -2.65 1.37
N -1.22 -1.53 2.35
C 0.01 -1.61 3.17
N 1.24 -1.54 2.34
C 1.23 -0.25 1.60
C 1.20 -2.65 1.36
H -2.11 -0.23 0.98
H -1.25 0.58 2.33
H 0.90 -1.23 -0.85
H -0.91 -1.22 -0.85
H -1.16 -3.60 1.91
H -2.09 -2.57 0.74
H 0.02 -0.75 3.86
H 0.01 -2.56 3.73
H 2.12 -0.23 0.97
H 1.27 0.58 2.32
H 1.18 -3.60 1.90
H 2.10 -2.57 0.72
*
```

Atom charges from the Mulliken analysis, given in e for atoms 1 to 5: atom 1 (Gd): 0.74, atom 2 (C): 0.33, atom 3 (O): -0.09, atom 4 (C): 0.25, atom 5 (O): -0.08